[1]
{"formula": "C8H30O8", "method": "wB97M-V/def2-TZVPD", "symbols": ["O", "C", "C", "O", "H", "H", "H", "H", "H", "H", "C", "O", "H", "H", "H", "H", "C", "O", "H", "H", "H", "H", "C", "O", "H", "H", "H", "H", "C", "O", "H", "H", "H", "H", "C", "O", "H", "H", "H", "H", "C", "O", "H", "H", "H", "H"], "coordinates": [[1.55024, -3.46975, 4.70859], [0.65397, -4.36706, 5.29712], [-0.32013, -3.50881, 6.03732], [0.19082, -3.15846, 7.29736], [1.42400, -2.70998, 5.28167], [0.08455, -5.05147, 4.66829], [1.24012, -5.01783, 5.94597], [-1.11660, -4.16193, 6.39392], [-0.79396, -2.69740, 5.48486], [0.20905, -3.91310, 7.89048], [-0.58555, 4.76666, -5.50635], [-0.30416, 5.83897, -6.37429], [-0.06782, 3.82598, -5.69388], [-0.19806, 5.09194, -4.54087], [-1.65614, 4.59150, -5.40020], [0.63281, 5.96845, -6.53840], [6.21837, 3.28620, -2.74447], [4.97238, 3.28558, -1.99257], [5.96109, 3.74525, -3.69903], [6.97188, 3.89220, -2.24139], [6.73732, 2.32828, -2.77865], [5.13709, 3.59725, -1.09964], [0.51811, -0.22997, -0.05675], [0.46960, 0.95579, -0.78430], [1.09782, -0.06969, 0.85229], [-0.54508, -0.36937, 0.13895], [0.95193, -1.06571, -0.60578], [1.40160, 1.13216, -0.93215], [-3.60646, 4.28405, 2.06802], [-4.22644, 3.31356, 2.94659], [-2.60682, 4.63144, 2.32904], [-3.33150, 3.74200, 1.16321], [-4.25205, 5.13793, 1.86259], [-3.50711, 2.71200, 3.15226], [2.01826, -3.14429, -5.42425], [1.54805, -3.19856, -6.70288], [3.05130, -2.82232, -5.29286], [1.38394, -2.41862, -4.91518], [1.78399, -4.12985, -5.02192], [2.22625, -3.71807, -7.14078], [-5.18287, -3.03444, 1.71164], [-4.80416, -2.11671, 2.69540], [-5.09380, -4.08024, 2.00570], [-6.20120, -2.88784, 1.35164], [-4.52052, -2.80635, 0.87656], [-5.51392, -1.97940, 3.32705]], "smiles": "OCCO.CO.CO.CO.CO.CO.CO", "charge": 0}


[2]
{"formula": "C8H32B3KO4", "method": "wB97M-V/def2-TZVPD", "symbols": ["K", "B", "H", "H", "H", "H", "B", "H", "H", "H", "H", "B", "H", "H", "H", "H", "C", "O", "C", "C", "O", "C", "H", "H", "H", "H", "H", "H", "H", "H", "H", "H", "C", "O", "C", "C", "O", "C", "H", "H", "H", "H", "H", "H", "H", "H", "H", "H"], "coordinates": [[-0.17788, 0.38493, 0.42665], [-1.78281, 0.59202, 2.65990], [-0.91176, 0.36454, 3.25469], [-2.22547, 1.50940, 3.01584], [-1.47692, 0.56312, 1.62558], [-2.53814, -0.13958, 2.90173], [0.38375, 2.86139, 0.27703], [0.85168, 1.89246, 0.35747], [0.57566, 3.25888, -0.70756], [-0.66093, 2.67734, 0.47448], [0.70517, 3.59932, 0.99563], [-2.22962, 2.19950, 0.12935], [-3.29811, 2.19814, -0.02087], [-1.93559, 2.34270, 1.15759], [-1.79538, 1.26571, -0.19267], [-1.94253, 3.06352, -0.44967], [-0.93888, -2.85824, 1.95242], [-0.67396, -1.92650, 0.90978], [-0.94984, -2.45456, -0.38674], [-0.59176, -1.44058, -1.49430], [-1.26112, -0.18787, -1.34304], [-1.23209, 0.66744, -2.46735], [-1.98953, -2.88235, 2.24166], [-0.29974, -2.57652, 2.78922], [-0.80959, -3.90424, 1.67444], [-2.00386, -2.73187, -0.40258], [-0.35635, -3.36418, -0.47876], [-0.92285, -1.89827, -2.42650], [0.48269, -1.30605, -1.36957], [-0.29059, 1.21116, -2.38960], [-2.02556, 1.41471, -2.45763], [-1.48210, 0.08634, -3.35500], [1.70722, 1.29195, -2.87238], [1.61666, 0.24956, -1.92970], [2.71210, 0.28577, -0.87706], [2.58160, -0.84745, 0.08324], [1.48680, -0.85629, 0.98461], [1.54742, -1.82796, 1.94650], [1.26855, 2.22306, -2.51363], [1.18809, 0.91087, -3.75181], [2.73638, 1.41181, -3.21086], [2.67286, 1.23051, -0.33481], [3.65954, 0.18840, -1.40714], [3.48628, -0.77205, 0.68653], [2.59084, -1.82077, -0.40733], [2.43964, -1.90361, 2.56804], [1.38304, -2.85430, 1.61829], [0.72693, -1.39108, 2.51575]], "charge": -2}


[3]
{"formula": "C8H32BeN16O8", "method": "wB97M-V/def2-TZVPD", "symbols": ["Be", "C", "O", "N", "N", "H", "H", "H", "H", "C", "O", "N", "N", "H", "H", "H", "H", "C", "O", "N", "N", "H", "H", "H", "H", "C", "O", "N", "N", "H", "H", "H", "H", "C", "O", "N", "N", "H", "H", "H", "H", "C", "O", "N", "N", "H", "H", "H", "H", "C", "O", "N", "N", "H", "H", "H", "H", "C", "O", "N", "N", "H", "H", "H", "H"], "coordinates": [[-12.11808, -6.66942, 12.43186], [-9.08996, -9.12683, 7.52667], [-9.74935, -9.40945, 8.56827], [-7.96604, -9.87403, 7.35779], [-9.43215, -8.11411, 6.57705], [-7.36887, -9.94427, 6.56542], [-8.05138, -10.70093, 7.90560], [-10.16383, -7.50776, 6.89080], [-8.60495, -7.71588, 6.24454], [-14.20951, -6.35299, 10.95428], [-13.08178, -5.95924, 11.38067], [-15.28025, -6.40255, 11.77683], [-14.24460, -6.65619, 9.62974], [-15.97568, -7.02264, 11.44273], [-15.22681, -6.58918, 12.77517], [-13.48048, -6.43458, 9.02485], [-15.07332, -7.11233, 9.30140], [-12.17265, -5.85619, 14.86708], [-12.83893, -6.32083, 13.95930], [-11.51686, -4.71753, 14.73727], [-11.97794, -6.55434, 16.02306], [-10.98304, -4.40403, 15.52879], [-11.38850, -4.30698, 13.83323], [-12.40823, -7.47432, 16.02231], [-11.07243, -6.42976, 16.45481], [-9.65204, -7.19981, 12.48431], [-10.63268, -6.40623, 12.32371], [-9.10277, -7.43442, 13.70264], [-9.03913, -8.01813, 11.63780], [-8.74111, -6.59232, 14.16988], [-8.32237, -8.03866, 13.64233], [-9.47518, -8.21982, 10.77018], [-8.45259, -8.65436, 12.11568], [-11.73311, -4.82331, 8.01719], [-11.40940, -6.02647, 8.16347], [-12.18100, -4.28783, 6.78173], [-11.78764, -3.93757, 9.19133], [-12.24746, -4.84317, 5.92789], [-12.30399, -3.29236, 6.72324], [-11.17433, -4.13059, 9.97501], [-11.79086, -3.00039, 8.82269], [-12.97882, -9.17951, 11.59355], [-12.19681, -8.32913, 12.09384], [-13.72533, -9.95525, 12.29856], [-13.12811, -9.30061, 10.29847], [-13.62381, -9.91670, 13.29226], [-14.32020, -10.57762, 11.81066], [-12.52610, -8.67767, 9.73663], [-13.52015, -10.10515, 9.79445], [-8.60406, -3.83762, 10.68763], [-8.74331, -4.94972, 10.22421], [-8.56235, -3.62501, 12.14698], [-8.44685, -2.76532, 9.77655], [-9.37327, -4.10056, 12.50454], [-8.67450, -2.62068, 12.22473], [-8.23114, -1.82525, 10.05792], [-8.56202, -3.06290, 8.81238], [-12.49408, -1.99641, 12.69587], [-11.57699, -2.80518, 12.66838], [-12.38086, -0.52134, 12.69597], [-13.85593, -2.42140, 12.83032], [-11.47638, -0.39052, 12.23878], [-13.05071, -0.21424, 11.98873], [-14.53350, -1.70221, 12.66526], [-14.05484, -3.40332, 12.89837]], "charge": 2}


[4]
{"formula": "C8H32BrN16O8Y", "method": "wB97M-V/def2-TZVPD", "symbols": ["Y", "Br", "C", "O", "N", "N", "H", "H", "H", "H", "C", "O", "N", "N", "H", "H", "H", "H", "C", "O", "N", "N", "H", "H", "H", "H", "C", "O", "N", "N", "H", "H", "H", "H", "C", "O", "N", "N", "H", "H", "H", "H", "C", "O", "N", "N", "H", "H", "H", "H", "C", "O", "N", "N", "H", "H", "H", "H", "C", "O", "N", "N", "H", "H", "H", "H"], "coordinates": [[-0.69330, 0.27938, 0.20962], [-3.00545, 0.72364, 1.83060], [-2.87582, -2.40059, -0.85836], [-2.10954, -1.53826, -0.41937], [-2.96085, -3.68986, -0.40843], [-3.80981, -2.12274, -1.77407], [-2.46717, -3.87833, 0.44987], [-3.76272, -4.20159, -0.72161], [-4.64121, -2.67547, -1.85315], [-3.74088, -1.14648, -2.02389], [-0.63830, -2.34885, 2.80600], [-0.46039, -1.56619, 1.85939], [0.42909, -2.78259, 3.51031], [-1.84789, -2.78206, 3.16588], [1.36157, -2.46238, 3.33692], [0.17365, -3.28611, 4.34450], [-2.59024, -2.64682, 2.50034], [-2.00194, -3.42051, 3.92697], [-1.90774, 0.99884, -3.09884], [-1.48725, 0.63253, -1.99748], [-1.07814, 1.40483, -4.08836], [-3.21068, 1.16992, -3.38561], [-0.10868, 1.18492, -3.94101], [-1.50239, 1.62699, -4.97018], [-3.59046, 1.44570, -4.27403], [-3.90744, 1.06424, -2.66570], [0.51732, 2.01027, 3.08328], [0.19500, 1.45305, 2.04110], [-0.17854, 3.11437, 3.53174], [1.26053, 1.44426, 4.08051], [-1.07793, 3.33252, 3.13298], [0.08919, 3.43637, 4.43970], [1.08299, 0.46452, 4.23780], [1.39374, 2.00735, 4.89878], [2.86637, -1.18950, 0.99089], [1.80132, -0.58613, 0.85669], [3.28771, -2.25492, 0.25154], [3.83265, -0.78397, 1.86340], [2.57544, -2.43003, -0.43380], [4.23515, -2.48790, 0.47561], [4.35650, -1.49229, 2.35152], [3.64939, 0.06547, 2.37490], [2.42958, 1.73585, -0.82397], [1.24817, 1.41569, -0.76065], [3.23110, 1.32781, -1.86089], [3.04365, 2.59936, 0.00444], [4.20160, 1.57482, -1.85261], [2.69497, 0.82971, -2.54754], [4.04553, 2.66379, 0.04739], [2.54895, 3.04768, 0.75456], [-0.86456, 3.83714, -0.64553], [-0.99207, 2.77356, -0.02755], [0.17273, 4.66746, -0.45829], [-1.73427, 4.23930, -1.58610], [0.06196, 5.61776, -0.75980], [0.76821, 4.32215, 0.27462], [-2.62910, 3.78506, -1.64770], [-1.60031, 5.09693, -2.09023], [0.66356, -2.40491, -1.67865], [0.47290, -1.25592, -1.27027], [0.08059, -3.53476, -1.20244], [1.46607, -2.63817, -2.74739], [0.54828, -4.37048, -1.50591], [-0.91378, -3.56865, -1.06350], [1.67793, -3.58549, -2.99880], [1.92546, -1.86125, -3.19010]], "charge": 2}


Result set for orbital gap: 0.3875 0.0802 0.3462 0.3076 Eh, one per record in the order listed.
Result set for energy above the lowest of the compared OMol25 structures with the same formula, charge and spin: 145.9 321.3 0.0 53.9 kcal/mol, one per record in the order listed.